# 1
This record from the OMol25 dataset describes 2 unconnected molecules or ions with the total composition C23H17N2O4S. The level of theory is ωB97M-V/def2-TZVPD.

Geometry as ORCA input:
```
! wB97M-V def2-TZVPD RIJCOSX def2/J DEFGRID3
* xyz -1 1
C -6.304 -0.878 -4.279
C -4.840 -0.851 -4.622
C -4.145 -2.051 -4.786
C -2.791 -2.055 -5.110
C -2.109 -0.840 -5.237
S -0.363 -0.832 -5.658
N 0.479 -0.827 -4.014
C 1.656 -0.745 -3.695
O 2.792 -0.670 -3.391
O -0.042 -2.094 -6.269
O -0.056 0.428 -6.279
C -2.803 0.370 -5.123
C -4.158 0.356 -4.799
H -6.691 0.140 -4.180
H -6.886 -1.385 -5.061
H -6.495 -1.412 -3.339
H -4.690 -2.989 -4.657
H -2.277 -3.001 -5.265
H -2.296 1.319 -5.287
H -4.710 1.291 -4.680
C 0.875 3.681 2.771
C 1.965 3.145 3.467
C 2.529 1.946 3.057
C 1.965 1.212 1.972
C 2.358 -0.124 1.670
C 3.136 -0.940 2.627
O 4.012 -1.712 2.231
C 2.824 -0.847 4.113
C 1.542 -0.572 4.598
C 1.314 -0.409 5.968
C 2.373 -0.566 6.873
C 3.636 -0.938 6.404
C 3.848 -1.121 5.036
C 2.182 -0.703 0.406
N 2.027 -1.222 -0.638
C 0.945 1.840 1.203
C 0.381 3.038 1.628
H 0.415 4.605 3.116
H 2.380 3.654 4.340
H 3.404 1.549 3.578
H 0.718 -0.464 3.893
H 0.313 -0.161 6.319
H 2.202 -0.410 7.939
H 4.465 -1.090 7.101
H 4.819 -1.447 4.670
H 0.563 1.323 0.317
H -0.460 3.458 1.070
*
```

Output
E_HOMO	-3.2192	eV
frontier orbital gap	5.034	eV



# 2
This record from the OMol25 dataset describes a molecular structure, C23H17N3O7Ru. The level of theory is ωB97M-V/def2-TZVPD.

Geometry as ORCA input:
```
! wB97M-V def2-TZVPD RIJCOSX def2/J DEFGRID3
* xyz -1 2
Ru -0.651 -0.638 -0.087
O -0.028 -2.136 -1.242
C -0.744 -3.160 -1.595
C -0.223 -3.986 -2.626
C -0.879 -5.106 -3.060
C -2.103 -5.493 -2.492
C -2.628 -4.718 -1.491
C -1.993 -3.547 -1.032
C -2.630 -2.846 0.053
N -2.302 -1.685 0.476
C -2.842 -1.180 1.733
C -2.751 0.333 1.720
N -1.432 0.784 1.275
C -0.880 1.723 1.958
C 0.203 2.583 1.539
C 1.188 3.041 2.423
C 2.134 3.970 2.036
C 2.092 4.483 0.718
C 1.195 4.001 -0.202
C 0.035 3.266 0.260
O -1.026 3.238 -0.386
H 0.723 -3.683 -3.056
H -0.442 -5.703 -3.852
H -2.617 -6.382 -2.832
H -3.569 -4.999 -1.028
H -3.445 -3.372 0.558
H -2.220 -1.577 2.540
H -3.876 -1.504 1.885
H -2.990 0.740 2.708
H -3.473 0.732 1.002
H -1.346 1.954 2.926
H 1.231 2.627 3.427
H 2.879 4.314 2.742
H 2.841 5.204 0.405
H 0.990 4.579 -1.099
O 4.383 2.507 -0.741
C 3.280 1.730 -0.585
C 3.184 0.790 0.433
C 2.000 0.091 0.519
N 1.074 0.251 -0.411
C 1.166 1.098 -1.433
C 2.186 2.034 -1.406
C -0.127 1.128 -2.256
O -0.163 1.721 -3.311
O -1.117 0.450 -1.726
C 1.590 -0.833 1.661
O 2.370 -1.058 2.566
O 0.367 -1.275 1.582
H 5.012 2.300 -0.042
H 3.977 0.609 1.147
H 2.395 2.600 -2.305
*
```

Output
E_HOMO (spin up / spin down)	-3.9735 / -3.9747	eV
ΔE to the lowest compared entry with this formula, charge and spin	0.0	kcal per mole
⟨S²⟩	0.75
frontier orbital gap (spin up / spin down)	6.664 / 6.325	eV



# 3
This record from the OMol25 dataset describes a molecular structure, C23H17N4OS4SbTc. The level of theory is ωB97M-V/def2-TZVPD.

Geometry as ORCA input:
```
! wB97M-V def2-TZVPD RIJCOSX def2/J DEFGRID3
* xyz 3 1
Tc 0.145 -0.307 0.132
C -2.207 3.816 -3.084
C -3.014 2.726 -3.400
C -2.770 1.487 -2.839
C -1.694 1.354 -1.960
C -0.876 2.435 -1.643
C -1.141 3.673 -2.206
N -1.414 0.094 -1.338
N -2.152 -0.872 -1.605
C -1.875 -2.051 -0.915
C -2.591 -3.180 -1.298
C -2.384 -4.379 -0.631
C -1.466 -4.430 0.404
C -0.737 -3.300 0.788
C -0.907 -2.094 0.126
H -2.412 4.780 -3.530
H -3.840 2.846 -4.088
H -3.396 0.640 -3.074
H -0.042 2.318 -0.965
H -0.517 4.523 -1.967
H -3.299 -3.097 -2.112
H -2.943 -5.261 -0.911
H -1.303 -5.358 0.937
H -0.054 -3.421 1.617
C -3.792 0.461 2.114
C -3.541 1.548 2.930
C -2.260 2.074 2.944
C -1.278 1.509 2.149
N -1.518 0.440 1.349
C -2.765 -0.064 1.355
C 0.083 2.047 2.074
C 0.542 3.123 2.820
C 1.840 3.567 2.645
C 2.649 2.922 1.720
C 2.143 1.845 1.028
N 0.881 1.411 1.195
H -4.770 0.003 2.062
H -4.320 1.980 3.544
H -2.032 2.923 3.568
H -2.951 -0.933 0.749
H -0.104 3.612 3.532
H 2.215 4.401 3.223
H 3.667 3.239 1.545
H 2.749 1.310 0.312
S 4.868 -1.796 -3.315
Sb 4.913 -0.091 -2.043
S 1.034 -0.629 -1.888
S 2.422 -1.131 -0.538
S 5.402 1.785 -1.145
O 1.338 -1.665 2.702
C 0.914 -1.182 1.786
*
```

Output
E_HOMO	-16.7952	eV
ΔE to the lowest compared entry with this formula, charge and spin	35.5	kcal per mole
frontier orbital gap	5.623	eV



# 4
This record from the OMol25 dataset describes a molecular structure, C23H18AsN2O8PdS. The level of theory is ωB97M-V/def2-TZVPD.

Geometry as ORCA input:
```
! wB97M-V def2-TZVPD RIJCOSX def2/J DEFGRID3
* xyz -1 1
Pd 0.073 0.844 -0.322
C 3.049 2.909 1.049
O 2.571 1.661 0.560
C 2.901 0.545 1.231
C 3.757 0.512 2.328
C 4.098 -0.697 2.913
C 3.595 -1.892 2.424
C 2.723 -1.868 1.347
C 2.367 -0.665 0.757
N 1.407 -0.643 -0.298
N 1.439 -1.634 -1.065
C 0.587 -1.714 -2.142
C -0.063 -0.592 -2.711
O 0.011 0.621 -2.299
C -0.830 -0.813 -3.911
C -0.929 -2.032 -4.482
C -0.243 -3.167 -3.951
C -0.315 -4.424 -4.579
C 0.375 -5.500 -4.083
C 1.162 -5.336 -2.934
C 1.239 -4.122 -2.297
C 0.534 -3.002 -2.786
H 2.612 3.131 2.021
H 2.691 3.651 0.342
H 4.143 2.913 1.078
H 4.151 1.436 2.725
H 4.760 -0.699 3.770
H 3.856 -2.833 2.889
H 2.281 -2.777 0.968
H -1.348 0.052 -4.301
H -1.544 -2.172 -5.364
H -0.929 -4.523 -5.467
H 0.316 -6.464 -4.571
H 1.719 -6.178 -2.541
H 1.847 -4.011 -1.412
O -1.408 5.108 0.305
As -0.963 3.535 1.009
O 0.279 3.763 2.029
O -0.827 2.653 -0.425
C -2.631 3.041 1.877
C -3.513 4.072 2.191
C -4.741 3.805 2.778
C -5.106 2.494 3.048
C -4.235 1.461 2.738
C -3.003 1.732 2.158
S -1.994 0.313 1.728
O -2.185 -0.665 2.768
O -2.431 -0.067 0.402
O -0.597 0.870 1.713
H -1.507 4.947 -0.642
H -3.231 5.092 1.965
H -5.411 4.621 3.018
H -6.065 2.274 3.500
H -4.491 0.432 2.953
*
```

Output
E_HOMO	-5.1874	eV
ΔE to the lowest compared entry with this formula, charge and spin	0.0	kcal per mole
frontier orbital gap	7.034	eV



# 5
This record from the OMol25 dataset describes a molecular structure, C23H18AuBr2N5OS. The level of theory is ωB97M-V/def2-TZVPD.

Geometry as ORCA input:
```
! wB97M-V def2-TZVPD RIJCOSX def2/J DEFGRID3
* xyz 2 1
Au 0.206 1.943 -1.502
Br -4.856 2.973 -0.072
C -4.235 2.013 -1.554
C -5.108 1.407 -2.436
C -4.634 0.653 -3.495
Br -5.876 -0.126 -4.678
C -3.228 0.487 -3.702
C -2.683 -0.288 -4.740
C -1.317 -0.368 -4.883
C -0.505 0.331 -3.989
N -0.996 1.053 -2.998
C -2.327 1.141 -2.825
C -2.807 1.923 -1.688
O -2.044 2.449 -0.862
H -6.172 1.527 -2.295
H -3.337 -0.818 -5.416
H -0.869 -0.958 -5.668
H 0.570 0.299 -4.080
S -0.201 -3.825 2.427
C -0.234 -2.391 1.348
C 0.018 -2.508 -0.012
C 0.009 -1.359 -0.782
N -0.217 -0.159 -0.266
C -0.508 -0.048 1.020
C -0.546 -1.141 1.869
C 1.595 -3.940 2.603
C 2.172 -3.316 3.700
C 3.550 -3.441 3.860
N 4.276 -4.118 3.007
C 3.747 -4.724 1.971
C 2.379 -4.662 1.717
H 0.209 -3.466 -0.464
H 0.179 -1.401 -1.848
H -0.713 0.950 1.376
H -0.814 -1.027 2.905
H 1.578 -2.774 4.417
H 4.065 -2.990 4.698
H 4.420 -5.277 1.331
H 1.955 -5.185 0.875
C 2.549 3.051 3.270
N 2.056 3.294 1.942
C 1.677 4.501 1.441
C 1.214 4.279 0.179
N 1.312 2.945 -0.093
C 1.824 2.384 0.994
H 2.842 3.996 3.723
H 3.409 2.384 3.234
H 1.768 2.602 3.887
H 1.764 5.403 2.006
H 0.833 4.978 -0.535
H 2.050 1.343 1.083
*
```

Output
E_HOMO (spin up / spin down)	-13.3373 / -13.3373	eV
ΔE to the lowest compared entry with this formula, charge and spin	35.6	kcal per mole
frontier orbital gap (spin up / spin down)	3.262 / 3.259	eV



Number 5 is which compound?
C23H18AuBr2N5OS